1.
{
  "formula": "C16H32AlK5O16P",
  "method": "ωB97M-V with the def2-TZVPD basis set",
  "max_force_ha_per_bohr": 0.129,
  "total_charge": 5,
  "homo_ev": -20.6,
  "elements": ["Al", "K", "K", "K", "K", "K", "P", "O", "O", "O", "O", "C", "C", "O", "C", "O", "O", "C", "H", "H", "H", "H", "H", "H", "H", "H", "C", "C", "O", "C", "O", "O", "C", "H", "H", "H", "H", "H", "H", "H", "H", "C", "C", "O", "C", "O", "O", "C", "H", "H", "H", "H", "H", "H", "H", "H", "C", "C", "O", "C", "O", "O", "C", "H", "H", "H", "H", "H", "H", "H", "H"],
  "coordinates": [[-2.001, -0.214, 2.596], [-3.722, -5.464, -2.086], [-3.701, -5.199, 1.379], [-0.544, -4.935, -0.233], [-5.571, -2.245, 0.985], [-4.880, -1.803, -2.165], [-2.497, -2.356, 0.256], [-0.958, -1.969, 0.621], [-3.230, -1.026, -0.030], [-3.113, -2.722, 1.690], [-2.753, -3.490, -0.741], [2.654, 4.763, 1.386], [1.935, 3.467, 1.636], [2.143, 2.582, 0.573], [1.331, 1.518, 0.501], [0.540, 1.036, 1.366], [1.400, 1.098, -0.722], [0.328, 0.313, -1.231], [3.709, 4.706, 1.656], [2.103, 5.599, 1.817], [2.674, 4.976, 0.317], [0.862, 3.501, 1.823], [2.437, 2.915, 2.431], [0.766, -0.681, -1.328], [0.053, 0.710, -2.208], [-0.596, 0.245, -0.658], [1.805, -1.098, 6.385], [2.310, -0.030, 5.406], [2.813, -0.652, 4.165], [1.986, -1.159, 3.302], [0.791, -0.989, 3.322], [2.756, -1.733, 2.358], [2.089, -2.290, 1.271], [0.859, -1.478, 5.999], [1.621, -0.751, 7.401], [2.557, -1.886, 6.433], [3.178, 0.366, 5.933], [1.489, 0.646, 5.163], [1.990, -1.626, 0.412], [1.190, -2.713, 1.718], [2.686, -3.164, 1.007], [3.052, -2.795, -6.349], [3.270, -1.852, -5.137], [1.959, -1.219, -4.883], [1.243, -1.678, -3.766], [1.589, -2.540, -2.928], [-0.081, -1.286, -3.887], [-1.198, -1.999, -3.278], [3.952, -3.395, -6.487], [2.877, -2.263, -7.283], [2.284, -3.539, -6.141], [3.990, -1.078, -5.404], [3.700, -2.405, -4.301], [-1.424, -2.913, -3.827], [-2.095, -1.379, -3.266], [-1.120, -2.210, -2.211], [-2.681, 1.620, -2.101], [-1.923, 2.873, -1.659], [-2.735, 3.532, -0.683], [-2.907, 3.189, 0.616], [-2.532, 2.178, 1.103], [-3.404, 4.244, 1.158], [-3.484, 4.379, 2.585], [-3.712, 1.915, -2.299], [-2.512, 0.942, -1.264], [-2.336, 1.202, -3.046], [-2.023, 3.572, -2.489], [-0.860, 2.800, -1.426], [-2.627, 3.963, 3.115], [-4.453, 3.942, 2.824], [-3.300, 5.430, 2.808]],
  "forces_ev_per_a": [[1.01, -0.40, -1.54], [-0.07, -0.60, -1.05], [-0.03, -0.39, 1.18], [1.37, 0.37, -0.03], [-0.54, 0.76, 0.92], [0.32, 0.92, -0.63], [2.02, 3.97, 4.94], [-2.84, -1.27, -1.19], [-0.47, -0.88, -1.29], [0.17, -0.93, -1.25], [-0.51, -1.27, -0.60], [-0.38, 0.05, -0.81], [0.67, 0.37, 0.71], [-0.83, -1.85, -1.07], [-1.56, 0.50, 1.89], [2.11, 1.37, -1.82], [-0.52, -0.33, -0.53], [-0.16, -0.65, -0.50], [-0.10, 0.25, 0.43], [0.41, -0.07, 0.49], [-0.12, -0.12, -0.21], [-0.16, 0.22, 0.35], [-0.21, 0.21, 1.10], [-0.26, -0.31, -0.30], [0.53, 0.00, -0.16], [0.56, 0.33, 0.62], [-0.03, -0.59, -0.43], [-0.26, -0.73, 0.36], [0.01, 0.38, 2.01], [2.27, 0.87, -1.15], [-1.69, -0.52, 0.16], [-0.42, 1.11, 1.18], [-0.12, -1.85, 0.02], [-0.11, -0.29, -0.06], [0.22, 0.41, -0.19], [-0.15, -0.12, 0.10], [0.11, 0.59, -0.73], [0.50, 0.33, -0.07], [-0.29, 0.05, 0.30], [-0.69, 0.30, -0.90], [0.25, 0.20, -0.39], [0.51, 0.02, 0.53], [0.12, -0.83, -1.24], [-1.54, -0.81, 3.76], [0.59, -2.96, -1.36], [-0.72, 2.70, -1.73], [-0.21, 0.34, 0.16], [1.10, 0.19, 0.22], [0.26, 0.19, 0.01], [-0.23, 0.01, 0.22], [-0.29, 0.25, -0.03], [-0.43, 0.32, 0.05], [-0.65, 0.18, 0.30], [0.25, -0.07, -0.15], [0.30, 0.63, -0.79], [0.95, -0.17, 0.01], [0.76, 0.05, 0.14], [-1.44, 0.39, -1.06], [0.26, -0.34, 0.46], [0.43, 3.58, -2.37], [0.97, -3.67, 1.33], [-0.01, 0.42, 0.40], [0.22, 0.09, 0.33], [-0.11, -0.12, 0.48], [-0.77, -0.57, -0.19], [0.47, 0.02, 0.07], [0.39, 0.23, -0.08], [-0.19, -0.18, 0.47], [-0.13, -0.92, -0.29], [0.22, 0.50, 0.78], [-1.07, 0.14, -0.27]],
  "mulliken_charge": [1.266, 1.077, 1.006, 1.084, 1.061, 0.971, -0.493, 0.017, -0.746, -1.077, -0.480, -1.146, 0.002, -0.292, 0.730, -0.324, -0.301, -0.095, 0.363, 0.363, 0.348, 0.250, 0.238, -0.117, 0.543, -0.066, -1.094, -0.075, -0.321, 0.790, -0.413, -0.360, -0.484, 0.249, 0.413, 0.343, 0.377, 0.184, 0.143, 0.121, 0.465, -1.057, -0.177, -0.244, 0.731, -0.562, -0.310, -0.627, 0.377, 0.326, 0.302, 0.307, 0.281, 0.460, -0.018, 0.454, -0.951, -0.267, -0.310, 0.627, -0.362, -0.308, -0.632, 0.511, 0.105, 0.396, 0.383, 0.178, 0.272, 0.316, 0.281]
}

***

2.
{
  "formula": "C16H32BBrN3O6P",
  "method": "ωB97M-V with the def2-TZVPD basis set",
  "max_force_ha_per_bohr": 0.053,
  "multiplicity": 2,
  "total_charge": 1,
  "homo_ev": [-10.5, -11.3],
  "elements": ["O", "C", "C", "C", "C", "C", "C", "N", "C", "O", "B", "O", "O", "N", "P", "O", "Br", "H", "H", "H", "H", "H", "H", "H", "H", "H", "H", "H", "H", "H", "H", "C", "C", "C", "C", "C", "C", "N", "O", "C", "C", "C", "H", "H", "H", "H", "H", "H", "H", "H", "H", "H", "H", "H", "H", "H", "H", "H", "H", "H"],
  "coordinates": [[4.112, -0.253, -1.398], [3.483, -0.384, -0.123], [1.991, -0.065, -0.183], [1.108, -1.186, -0.754], [0.756, -2.302, 0.284], [1.891, -3.282, 0.476], [2.486, -3.358, 1.690], [3.494, -4.301, 1.527], [3.494, -4.763, 0.290], [4.367, -5.660, -0.152], [5.646, -5.007, -0.257], [6.645, -5.255, 0.662], [5.883, -4.119, -1.282], [2.514, -4.163, -0.412], [2.124, -4.463, -2.144], [0.574, -3.992, -2.309], [3.271, -2.981, -3.389], [4.534, -1.088, -1.608], [3.947, 0.363, 0.538], [3.726, -1.362, 0.313], [1.611, 0.229, 0.800], [1.896, 0.797, -0.852], [0.138, -0.728, -0.992], [1.476, -1.611, -1.689], [-0.110, -2.850, -0.098], [0.514, -1.845, 1.244], [2.253, -2.789, 2.574], [4.167, -4.614, 2.212], [6.646, -4.564, 1.334], [6.048, -3.259, -0.876], [0.581, -3.118, -2.736], [-2.205, 4.746, 0.212], [-2.506, 3.505, -0.671], [-3.953, 3.554, -1.174], [-4.988, 3.222, -0.104], [-4.656, 1.895, 0.569], [-3.227, 1.844, 1.116], [-2.215, 2.257, 0.098], [-2.058, 1.279, -0.744], [-3.134, 2.743, 2.364], [-2.946, 0.437, 1.643], [-1.581, 3.653, -1.881], [-1.640, 5.500, -0.335], [-3.110, 5.236, 0.571], [-1.590, 4.492, 1.074], [-4.076, 2.846, -2.001], [-4.161, 4.542, -1.591], [-5.046, 4.027, 0.634], [-5.976, 3.163, -0.565], [-5.367, 1.707, 1.377], [-4.803, 1.088, -0.157], [-2.108, 2.794, 2.733], [-3.749, 2.339, 3.167], [-3.487, 3.758, 2.197], [-3.100, -0.329, 0.883], [-3.619, 0.203, 2.467], [-1.920, 0.361, 2.011], [-0.531, 3.600, -1.586], [-1.748, 4.618, -2.358], [-1.763, 2.893, -2.640]],
  "forces_ev_per_a": [[-0.28, -0.20, 0.09], [0.43, 0.70, 0.53], [0.21, -0.62, -0.84], [-1.14, 0.28, 0.91], [0.61, -0.36, -1.92], [-1.01, 1.37, 1.63], [0.08, -0.56, -1.13], [0.43, 0.03, 0.82], [-0.02, -0.53, -0.73], [0.05, 0.67, -0.03], [1.56, -0.12, -0.48], [-1.30, 0.10, 0.17], [-1.46, -0.09, 0.70], [-0.44, 1.34, 0.50], [0.05, -2.06, -1.30], [1.40, 0.58, 0.32], [-0.40, -0.02, 0.63], [-0.01, 0.05, -0.24], [-0.03, -0.17, -0.06], [-0.28, 0.05, -0.06], [0.09, -0.02, -0.06], [0.02, 0.01, 0.24], [0.18, -0.03, -0.10], [0.33, 0.19, 0.14], [-0.05, 0.12, 0.26], [0.03, -0.18, -0.02], [0.27, -0.28, 0.14], [-0.17, -0.13, 0.12], [0.63, -0.19, 0.18], [0.72, 0.11, -0.51], [-0.60, 0.05, 0.09], [-0.03, 0.06, 0.34], [0.58, 2.03, 0.17], [-0.44, -0.47, 0.07], [0.10, 0.08, -0.02], [-0.19, 0.14, -0.57], [-0.26, 0.29, 2.04], [-1.62, -1.25, -1.83], [0.84, -0.09, 0.32], [0.01, 0.34, -0.01], [0.31, -0.32, -0.53], [0.19, -0.71, -0.22], [-0.10, -0.07, -0.17], [0.01, -0.07, 0.08], [-0.05, -0.07, 0.00], [0.15, -0.07, 0.04], [0.21, 0.05, 0.03], [0.02, -0.03, 0.03], [0.00, 0.01, 0.03], [0.17, -0.05, 0.13], [0.17, -0.01, -0.01], [0.01, 0.00, -0.05], [-0.02, -0.13, -0.10], [0.07, 0.01, -0.05], [0.10, 0.08, -0.08], [-0.03, 0.20, 0.02], [0.00, 0.00, -0.01], [-0.02, 0.00, 0.03], [-0.10, 0.07, 0.19], [0.03, -0.10, 0.12]],
  "lowdin_spin": [0.000, 0.000, 0.000, 0.000, 0.000, 0.000, 0.000, 0.000, 0.000, 0.000, 0.000, 0.000, 0.000, 0.000, 0.000, 0.000, 0.000, 0.000, 0.000, 0.000, 0.000, 0.000, 0.000, 0.000, 0.000, 0.000, 0.000, 0.000, 0.000, 0.000, 0.000, 0.002, 0.026, 0.015, 0.001, 0.015, 0.027, 0.360, 0.543, 0.002, -0.001, -0.001, 0.000, 0.000, 0.002, 0.002, 0.001, 0.000, 0.001, 0.001, 0.003, 0.001, 0.000, 0.000, -0.001, 0.000, 0.000, 0.000, 0.000, -0.001]
}

***

3.
{
  "formula": "C16H32BN7O2P2",
  "method": "ωB97M-V with the def2-TZVPD basis set",
  "max_force_ha_per_bohr": 0.184,
  "smiles": "CN(C)B(O)c1cnc2c([PH2]=N)cccc2n1.CN(C)P(=O)(N(C)C)N(C)C",
  "homo_ev": -7.5,
  "elements": ["C", "N", "C", "B", "O", "C", "C", "N", "C", "C", "P", "N", "C", "C", "C", "C", "N", "H", "H", "H", "H", "H", "H", "H", "H", "H", "H", "H", "H", "H", "H", "C", "N", "C", "P", "O", "N", "C", "C", "N", "C", "C", "H", "H", "H", "H", "H", "H", "H", "H", "H", "H", "H", "H", "H", "H", "H", "H", "H", "H"],
  "coordinates": [[7.277, -3.288, 1.330], [6.664, -1.913, 1.479], [6.390, -1.241, 0.152], [5.470, -1.892, 2.414], [5.680, -1.259, 3.758], [3.964, -2.474, 2.104], [2.905, -1.546, 1.287], [1.481, -1.886, 0.945], [1.173, -3.243, 1.509], [-0.385, -3.801, 1.289], [-1.630, -2.639, 0.358], [-2.513, -1.836, 1.497], [-0.945, -5.244, 1.831], [0.094, -6.250, 2.608], [1.635, -5.708, 2.832], [2.192, -4.225, 2.310], [3.610, -3.839, 2.621], [8.255, -3.259, 0.648], [7.641, -3.665, 2.403], [6.498, -4.080, 0.945], [5.505, -0.468, 0.222], [6.287, -2.005, -0.734], [7.359, -0.592, -0.098], [5.101, -0.425, 3.716], [3.297, -0.478, 0.927], [-2.475, -3.401, -0.549], [-0.879, -1.631, -0.386], [-2.344, -0.797, 1.399], [-2.072, -5.588, 1.682], [-0.223, -7.325, 3.012], [2.366, -6.423, 3.413], [-4.919, 2.562, -2.046], [-3.666, 1.939, -1.705], [-3.943, 0.681, -0.986], [-2.112, 2.566, -1.433], [-1.519, 1.437, -2.312], [-1.548, 3.728, -2.601], [-2.288, 4.762, -3.300], [-0.513, 3.261, -3.560], [-2.794, 3.863, -0.424], [-2.969, 3.428, 0.974], [-3.806, 4.884, -0.658], [-5.499, 2.831, -1.155], [-5.554, 1.882, -2.623], [-4.805, 3.440, -2.680], [-4.005, 0.845, 0.086], [-3.152, -0.054, -1.165], [-4.879, 0.212, -1.306], [-3.268, 4.416, -3.647], [-1.779, 5.137, -4.197], [-2.361, 5.661, -2.681], [-0.962, 2.652, -4.351], [0.276, 2.684, -3.062], [0.014, 4.091, -4.045], [-3.857, 2.798, 1.082], [-3.085, 4.277, 1.650], [-2.095, 2.859, 1.310], [-4.796, 4.590, -0.298], [-3.956, 5.197, -1.685], [-3.538, 5.793, -0.106]],
  "forces_ev_per_a": [[0.78, -0.78, 0.71], [-1.45, -0.96, -0.25], [1.26, 0.74, -0.60], [1.19, 0.86, 1.69], [-1.66, 0.51, -3.45], [-3.99, -1.84, -0.60], [-1.59, -1.97, 0.36], [5.38, -3.49, 3.75], [-0.94, -1.16, 0.19], [0.88, -3.23, 1.04], [-0.46, 2.12, 3.09], [1.23, -0.06, -1.92], [3.90, 1.71, 0.13], [2.68, 4.06, -0.91], [-3.26, 0.63, -1.26], [-0.68, 0.07, -0.07], [-3.45, 4.04, -3.12], [-2.32, 0.02, 1.36], [-0.81, 0.87, -2.30], [1.55, 1.39, 0.42], [1.60, -1.72, -0.25], [-0.28, 1.44, 1.67], [-2.10, -1.30, 0.42], [0.97, -1.85, 0.58], [-1.16, -2.61, 0.78], [1.08, 0.08, 0.53], [-0.25, -1.50, 0.02], [-0.17, -1.60, 0.08], [2.74, 1.04, 0.23], [0.79, 2.75, -1.01], [-1.47, 1.77, -1.35], [-0.16, 0.72, 0.35], [-1.78, -2.15, 0.05], [0.64, -0.29, -0.49], [-4.25, 3.51, -7.68], [2.58, -1.43, 4.32], [1.42, 0.05, -0.97], [-0.31, 1.14, 0.55], [0.37, -0.46, 0.57], [2.11, -0.75, 3.06], [0.29, -0.32, -0.38], [-0.17, 0.62, -0.58], [-0.23, 0.16, -0.06], [0.28, -0.26, 0.04], [0.11, 0.02, 0.19], [-0.20, -0.11, 0.36], [-0.02, 0.15, 0.02], [0.07, 0.26, -0.11], [-0.06, 0.17, 0.14], [0.18, -0.53, 0.26], [-0.40, -0.05, -0.09], [0.08, -0.18, -0.02], [-0.45, 0.02, -0.18], [-0.43, 0.22, 0.29], [-0.13, -0.05, 0.15], [0.11, 0.10, -0.08], [-0.11, 0.01, 0.05], [0.10, -0.27, 0.14], [0.18, -0.26, 0.08], [0.18, -0.09, 0.04]],
  "mulliken_charge": [-0.876, 0.001, -0.847, 0.239, -0.517, 0.522, -0.293, -0.310, 0.356, 0.225, 0.225, -0.672, -0.423, -0.408, -0.402, 0.344, -0.495, 0.280, 0.279, 0.298, 0.254, 0.268, 0.281, 0.327, 0.142, 0.092, 0.093, 0.199, 0.257, 0.274, 0.298, -0.968, 0.125, -1.028, 0.907, -0.713, 0.064, -1.087, -1.062, -0.034, -1.081, -1.069, 0.347, 0.326, 0.262, 0.299, 0.218, 0.338, 0.294, 0.433, 0.312, 0.355, 0.306, 0.401, 0.330, 0.373, 0.322, 0.416, 0.377, 0.227]
}

***

no.,energy (eV)
1,-147328.6740
2,-113869.9293
3,-50874.0343